Record 1
Molecular formula: C18H67BO20S
Method: DFT, ωB97M-V/def2-TZVPD

Structure (ORCA input):
```
! wB97M-V def2-TZVPD RIJCOSX def2/J DEFGRID3
* xyz 0 1
C 2.860 -1.260 0.234
C 2.422 -1.121 -1.034
O 1.717 -2.043 -1.710
S 1.716 -3.562 -1.004
O 1.241 -4.355 -2.093
O 0.528 -3.444 0.068
C -0.830 -3.264 -0.419
B -1.288 -1.776 -0.690
O -0.491 -0.741 -0.459
O -2.574 -1.596 -1.182
H 2.158 -1.403 1.037
H 3.899 -1.181 0.498
H 2.524 -0.194 -1.575
H -1.470 -3.640 0.369
H -1.039 -3.883 -1.284
H -0.814 0.083 -0.884
H -3.175 -1.479 -0.423
C -4.554 1.344 0.754
O -3.950 0.050 0.793
H -4.201 1.859 -0.135
H -5.642 1.256 0.705
H -4.279 1.926 1.636
H -4.275 -0.392 1.584
C -0.566 0.666 -3.695
O -0.822 1.486 -2.552
H -0.769 -0.363 -3.408
H -1.219 0.935 -4.526
H 0.481 0.751 -4.001
H -0.648 2.400 -2.792
C -2.503 3.371 3.754
O -3.718 3.077 4.432
H -2.096 2.439 3.367
H -2.686 4.056 2.921
H -1.777 3.814 4.442
H -4.069 3.910 4.776
C -3.040 1.398 -7.574
O -2.640 0.428 -6.616
H -3.577 2.182 -7.046
H -2.172 1.838 -8.074
H -3.702 0.964 -8.327
H -2.160 -0.263 -7.084
C -0.343 -0.192 4.914
O -0.117 0.088 3.528
H 0.410 0.335 5.491
H -1.336 0.157 5.214
H -0.251 -1.259 5.109
H -0.779 -0.380 3.011
C 3.596 -3.368 -4.432
O 3.631 -2.996 -5.817
H 4.338 -2.779 -3.899
H 2.611 -3.168 -4.013
H 3.835 -4.427 -4.317
H 2.967 -3.529 -6.267
C -2.282 -4.459 -4.160
O -3.332 -4.239 -3.221
H -2.612 -5.199 -4.884
H -2.045 -3.526 -4.669
H -1.382 -4.825 -3.656
H -3.008 -3.553 -2.619
C 4.281 -6.506 -7.016
O 4.923 -5.828 -8.091
H 4.386 -7.574 -7.184
H 4.753 -6.242 -6.066
H 3.217 -6.252 -6.985
H 4.831 -4.882 -7.936
C 1.285 -2.936 7.904
O 1.328 -1.820 7.028
H 0.251 -3.271 7.963
H 1.908 -3.747 7.523
H 1.631 -2.653 8.901
H 2.253 -1.545 6.998
C -0.244 -2.203 -6.146
O -0.057 -1.076 -7.004
H -1.293 -2.473 -6.169
H 0.357 -3.039 -6.509
H 0.040 -1.961 -5.119
H 0.879 -0.846 -6.971
C 3.447 2.653 -2.000
O 2.370 2.164 -1.203
H 4.028 1.796 -2.335
H 3.068 3.195 -2.868
H 4.091 3.314 -1.416
H 1.860 2.926 -0.908
C -5.574 6.008 6.391
O -4.323 5.572 5.870
H -6.267 6.096 5.559
H -5.970 5.287 7.111
H -5.477 6.982 6.876
H -3.712 5.493 6.612
C 5.139 -2.231 6.859
O 4.168 -2.102 7.900
H 4.792 -3.010 6.185
H 5.243 -1.299 6.299
H 6.110 -2.520 7.264
H 4.471 -1.414 8.501
C 3.435 6.419 -3.997
O 2.775 6.000 -2.806
H 3.412 5.585 -4.694
H 2.927 7.273 -4.451
H 4.477 6.684 -3.799
H 2.794 6.735 -2.185
C -3.103 5.368 9.854
O -3.075 4.510 8.715
H -2.955 6.386 9.503
H -4.065 5.308 10.369
H -2.305 5.116 10.555
H -3.207 3.608 9.023
*
```

## Properties
* orbital gap: 7.985 eV

Record 2
Molecular formula: C18H72N36O18
Method: DFT, ωB97M-V/def2-TZVPD

Structure (ORCA input):
```
! wB97M-V def2-TZVPD RIJCOSX def2/J DEFGRID3
* xyz 0 1
C -3.488 3.662 2.515
O -3.525 3.443 1.325
N -4.514 3.473 3.324
N -2.480 4.204 3.080
H -4.453 4.162 4.059
H -5.448 3.246 3.013
H -1.674 4.154 2.474
H -2.590 5.041 3.635
C 4.235 1.173 -0.456
O 4.170 0.193 0.216
N 3.223 1.738 -1.043
N 5.216 1.702 -0.995
H 3.280 2.555 -1.634
H 2.322 1.550 -0.628
H 6.059 1.180 -0.801
H 5.111 2.327 -1.781
C 6.236 -4.004 -3.905
O 7.351 -4.130 -4.139
N 5.495 -2.933 -3.882
N 5.405 -4.980 -3.608
H 4.489 -3.006 -3.921
H 6.045 -2.086 -3.845
H 4.423 -4.816 -3.438
H 5.869 -5.820 -3.291
C -5.466 -3.505 0.993
O -6.150 -4.253 0.279
N -4.866 -2.536 0.494
N -5.196 -3.606 2.225
H -5.216 -2.403 -0.444
H -4.552 -1.816 1.129
H -5.700 -4.301 2.757
H -4.248 -3.300 2.391
C -6.331 4.151 -0.888
O -7.036 4.371 -1.848
N -5.165 3.599 -0.945
N -6.602 4.053 0.390
H -4.582 3.373 -0.151
H -4.873 3.462 -1.902
H -5.826 4.004 1.034
H -7.539 4.302 0.674
C -3.236 -1.364 3.923
O -2.543 -1.489 2.914
N -2.879 -1.768 5.165
N -4.368 -0.770 3.969
H -3.698 -1.817 5.755
H -2.102 -2.394 5.322
H -4.645 -0.258 3.143
H -4.767 -0.441 4.837
C 1.133 2.125 -3.637
O 0.681 1.013 -3.817
N 1.910 2.712 -4.483
N 0.809 2.920 -2.692
H 2.323 3.585 -4.186
H 2.186 2.254 -5.340
H 0.838 3.919 -2.838
H 0.132 2.485 -2.082
C -6.792 1.082 1.713
O -5.685 0.744 1.903
N -7.572 1.302 2.698
N -7.522 1.075 0.611
H -7.074 1.351 3.576
H -8.448 1.765 2.505
H -7.058 0.844 -0.256
H -8.413 0.659 0.843
C -0.457 -4.642 2.776
O -0.741 -5.808 2.873
N -0.634 -3.985 1.667
N 0.025 -3.929 3.718
H -0.800 -4.602 0.885
H -0.581 -2.981 1.575
H 0.409 -3.007 3.572
H 0.219 -4.430 4.573
C 0.842 2.846 2.809
O 1.020 3.680 1.993
N 0.146 1.716 2.658
N 1.091 3.058 4.064
H -0.432 1.579 1.841
H 0.058 1.030 3.394
H 0.623 2.410 4.681
H 1.459 3.969 4.299
C 5.940 0.496 -4.448
O 6.242 -0.337 -3.700
N 4.685 0.523 -4.762
N 6.758 1.494 -4.764
H 4.128 -0.256 -4.441
H 4.631 1.076 -5.605
H 6.648 2.194 -5.484
H 7.689 1.407 -4.384
C -0.149 -0.695 0.491
O 0.416 -1.286 1.397
N -1.298 -0.065 0.545
N 0.383 -0.373 -0.664
H -1.659 0.280 -0.333
H -1.768 -0.237 1.422
H 1.144 -0.967 -0.962
H -0.295 0.051 -1.282
C 7.531 -1.444 -0.574
O 8.281 -0.645 -0.109
N 6.233 -1.419 -0.587
N 7.928 -2.644 -1.053
H 5.642 -0.699 -0.198
H 5.754 -2.105 -1.153
H 7.251 -3.352 -1.299
H 8.924 -2.655 -1.218
C 2.816 -4.814 0.669
O 3.179 -5.968 0.372
N 1.865 -4.064 0.112
N 3.459 -4.160 1.608
H 1.278 -4.613 -0.499
H 1.446 -3.271 0.576
H 3.329 -3.159 1.587
H 4.336 -4.487 1.987
C 2.925 -0.775 4.211
O 3.344 -0.591 5.262
N 3.364 -0.236 3.114
N 2.029 -1.625 4.036
H 4.329 0.006 3.287
H 3.114 -0.211 2.136
H 1.447 -1.429 3.234
H 1.592 -1.899 4.905
C -3.288 0.749 -1.962
O -2.130 1.047 -1.831
N -4.076 0.750 -2.947
N -3.948 0.573 -0.870
H -3.744 1.092 -3.838
H -4.974 0.289 -2.986
H -4.928 0.595 -1.114
H -3.532 0.894 -0.007
C -2.006 5.144 -1.432
O -2.457 6.107 -1.996
N -1.205 5.185 -0.415
N -2.280 3.878 -1.829
H -0.945 6.114 -0.116
H -0.638 4.404 -0.117
H -2.785 3.767 -2.696
H -1.962 3.130 -1.229
C 1.903 -2.322 -3.503
O 2.481 -3.404 -3.526
N 2.170 -1.394 -2.575
N 0.903 -1.923 -4.206
H 1.781 -0.463 -2.617
H 2.773 -1.724 -1.835
H 0.592 -0.972 -4.339
H 0.536 -2.624 -4.834
*
```

## Properties
* energy relative to the best compared isomer or geometry (same formula, charge and spin): 15.3324 eV
* orbital gap: 7.778 eV

Record 3
Molecular formula: C18H72O18
Method: DFT, ωB97M-V/def2-TZVPD

Structure (ORCA input):
```
! wB97M-V def2-TZVPD RIJCOSX def2/J DEFGRID3
* xyz 0 1
C -1.463 -4.337 1.694
O -2.661 -4.025 2.252
H -1.592 -4.608 0.639
H -1.038 -5.099 2.338
H -0.865 -3.451 1.779
H -2.583 -3.794 3.167
C 0.205 -3.506 -1.416
O 1.405 -2.890 -1.797
H -0.443 -2.781 -0.958
H 0.262 -4.318 -0.677
H -0.225 -3.944 -2.281
H 1.192 -2.014 -1.483
C -0.693 1.981 4.020
O 0.376 2.169 3.119
H -1.369 1.126 3.646
H -1.390 2.801 4.032
H -0.343 1.906 5.048
H 0.600 3.136 3.188
C -3.768 -2.222 -0.098
O -3.489 -0.788 -0.098
H -4.349 -2.529 -0.961
H -4.262 -2.561 0.829
H -2.837 -2.898 -0.262
H -4.287 -0.289 0.120
C -1.739 -1.517 -3.167
O -0.698 -1.863 -4.091
H -1.329 -1.127 -2.246
H -2.308 -2.420 -2.892
H -2.424 -0.873 -3.635
H -1.159 -2.324 -4.775
C 0.141 -1.062 4.777
O -0.073 -1.566 3.487
H -0.745 -0.564 5.098
H 0.796 -0.189 4.590
H 0.496 -1.650 5.560
H -0.896 -1.193 3.174
C 5.366 -0.811 -0.378
O 4.092 -1.032 -0.844
H 5.751 -1.735 0.060
H 5.279 -0.059 0.411
H 6.060 -0.483 -1.168
H 3.562 -0.316 -0.536
C -0.236 1.590 -3.457
O 0.043 0.653 -4.388
H -1.168 2.072 -3.778
H 0.608 2.203 -3.442
H -0.411 1.101 -2.447
H -0.579 -0.065 -4.169
C -3.449 -0.714 3.330
O -2.386 -0.682 2.401
H -3.161 -0.670 4.376
H -4.038 -1.634 3.118
H -4.046 0.180 3.184
H -2.809 -0.915 1.532
C 1.533 3.023 0.167
O 1.376 2.610 -1.170
H 1.220 3.995 0.347
H 2.540 2.925 0.475
H 0.907 2.373 0.785
H 1.934 3.254 -1.574
C -3.651 1.491 -2.455
O -4.272 0.242 -2.409
H -4.391 2.220 -2.389
H -3.014 1.535 -3.385
H -2.981 1.580 -1.623
H -3.748 -0.243 -1.767
C 4.292 2.116 -2.199
O 4.358 1.964 -0.813
H 4.584 3.100 -2.449
H 3.200 1.981 -2.470
H 4.868 1.344 -2.683
H 5.041 2.579 -0.503
C -1.323 4.219 -1.530
O -2.129 5.043 -0.780
H -0.326 4.486 -1.281
H -1.484 4.361 -2.579
H -1.348 3.140 -1.368
H -2.856 4.442 -0.520
C 2.443 -2.757 1.423
O 1.631 -3.447 2.278
H 2.104 -1.753 1.054
H 2.652 -3.439 0.572
H 3.362 -2.519 1.968
H 1.091 -2.763 2.698
C 2.641 -0.572 -3.583
O 3.474 -1.729 -3.412
H 3.158 0.049 -4.344
H 2.530 -0.030 -2.657
H 1.768 -0.937 -3.996
H 4.277 -1.343 -3.046
C -0.258 -0.136 0.105
O 0.967 -0.210 -0.564
H -0.540 -1.133 0.368
H -1.015 0.385 -0.520
H -0.202 0.509 0.986
H 1.114 0.676 -0.923
C 3.122 0.314 2.211
O 3.014 1.522 2.836
H 3.822 -0.425 2.547
H 3.453 0.364 1.186
H 2.199 -0.190 2.212
H 2.066 1.725 2.886
C -2.716 2.299 1.057
O -3.768 2.962 0.448
H -1.774 2.772 0.949
H -2.626 1.295 0.674
H -2.859 2.152 2.065
H -4.389 3.178 1.170
*
```

## Properties
* energy relative to the best compared isomer or geometry (same formula, charge and spin): 10.6047 eV
* orbital gap: 8.471 eV

Record 4
Molecular formula: C18H8Br4N3O4Rh
Method: DFT, ωB97M-V/def2-TZVPD

Structure (ORCA input):
```
! wB97M-V def2-TZVPD RIJCOSX def2/J DEFGRID3
* xyz 0 1
Rh -0.094 -0.517 -0.299
O -0.458 -3.165 -3.312
C -0.288 -2.175 -2.614
N -0.388 -2.142 -1.236
C -0.704 -3.295 -0.543
O -0.912 -4.390 -1.049
C -0.751 -3.007 0.893
C -1.049 -3.997 1.838
C -1.077 -3.661 3.170
C -0.807 -2.340 3.545
C -0.521 -1.411 2.563
N -0.490 -1.725 1.272
C 0.053 -0.840 -3.113
C 0.219 -0.580 -4.480
C 0.539 0.694 -4.883
C 0.691 1.696 -3.917
C 0.513 1.373 -2.585
N 0.203 0.144 -2.184
H -1.248 -4.996 1.484
H -1.304 -4.405 3.917
H -0.821 -2.042 4.579
H -0.307 -0.380 2.817
H 0.089 -1.396 -5.174
H 0.672 0.920 -5.928
H 0.941 2.705 -4.197
H 0.622 2.123 -1.810
Br 2.575 5.075 3.261
C 1.418 3.881 2.383
C 0.047 4.191 2.276
Br -0.603 5.795 3.013
C -0.818 3.324 1.633
Br -2.661 3.691 1.462
C -0.358 2.116 1.072
O -1.110 1.290 0.475
C 1.067 1.793 1.184
O 1.472 0.705 0.677
C 1.912 2.706 1.847
Br 3.737 2.242 1.963
*
```

## Properties
* orbital gap (spin up / spin down): 4.643 / 4.391 eV

Record 5
Molecular formula: C18H8F5IN2ReS
Method: DFT, ωB97M-V/def2-TZVPD

Structure (ORCA input):
```
! wB97M-V def2-TZVPD RIJCOSX def2/J DEFGRID3
* xyz 2 4
Re -0.294 0.308 0.528
C -2.933 0.736 -2.911
C -2.312 0.925 -1.679
N -1.246 0.222 -1.306
C -0.743 -0.699 -2.175
C -1.324 -0.981 -3.427
C -2.464 -0.230 -3.779
C -0.722 -1.994 -4.235
C 0.388 -2.670 -3.826
C 1.005 -2.386 -2.570
C 2.154 -3.021 -2.052
C 2.651 -2.637 -0.823
C 1.997 -1.648 -0.086
N 0.904 -1.049 -0.536
C 0.422 -1.394 -1.755
H -3.785 1.349 -3.165
H -2.688 1.649 -0.967
H -2.963 -0.408 -4.720
H -1.172 -2.225 -5.189
H 0.820 -3.444 -4.447
H 2.638 -3.805 -2.614
H 3.535 -3.096 -0.404
H 2.352 -1.348 0.891
F 1.928 2.598 6.452
C 1.229 2.539 5.348
C 1.588 1.613 4.353
F 2.622 0.811 4.500
C 0.819 1.557 3.208
F 1.117 0.637 2.219
C -0.277 2.390 2.960
S -1.107 2.335 1.433
C -0.630 3.296 3.975
F -1.687 4.062 3.812
C 0.113 3.367 5.157
F -0.244 4.208 6.098
I -1.691 -1.570 1.732
*
```

## Properties
* orbital gap (spin up / spin down): 5.875 / 5.981 eV

Record 6
Molecular formula: C18H8F5N3O3Re
Method: DFT, ωB97M-V/def2-TZVPD

Structure (ORCA input):
```
! wB97M-V def2-TZVPD RIJCOSX def2/J DEFGRID3
* xyz 2 2
Re 0.174 0.345 -0.281
O -0.137 4.213 0.592
C 0.012 3.041 0.665
N 0.607 2.195 -0.325
C 1.643 2.672 -1.187
O 1.906 3.808 -1.402
C 2.423 1.492 -1.714
C 3.512 1.631 -2.538
C 4.205 0.480 -2.907
C 3.788 -0.757 -2.437
C 2.682 -0.829 -1.612
N 2.007 0.281 -1.259
C -0.388 2.183 1.839
C -0.845 2.690 3.030
C -1.072 1.797 4.077
C -0.832 0.441 3.894
C -0.390 -0.007 2.665
N -0.185 0.855 1.654
H 3.807 2.619 -2.866
H 5.071 0.552 -3.552
H 4.312 -1.664 -2.705
H 2.319 -1.769 -1.220
H -0.998 3.756 3.128
H -1.421 2.162 5.034
H -0.986 -0.268 4.695
H -0.198 -1.054 2.466
F -3.560 -5.092 -0.445
C -3.082 -3.876 -0.536
C -3.923 -2.833 -0.924
F -5.183 -3.087 -1.184
C -3.448 -1.526 -1.036
F -4.248 -0.549 -1.396
C -2.114 -1.289 -0.740
O -1.530 -0.039 -0.809
C -1.302 -2.342 -0.354
F 0.025 -1.975 -0.160
C -1.734 -3.643 -0.247
F -0.919 -4.614 0.101
*
```

## Properties
* energy relative to the best compared isomer or geometry (same formula, charge and spin): 0.0000 eV
* orbital gap (spin up / spin down): 6.964 / 6.942 eV

Calculated total energy for every record listed, in sequence, given in Eh: -2653.5554, -4054.9368, -2082.8677, -11562.5654, -2073.1528, -1657.7015.